# 1
Computed, not measured: a structure of composition C24H16BrIrN8O2, with ωB97M-V with the def2-TZVPD basis set.

Geometry as XYZ:
```
52
Properties=species:S:1:pos:R:3:forces:R:3
Ir -0.6997 0.5098 -0.5958 0.400 -0.081 1.185
N -2.8404 3.9649 0.6440 -0.143 0.006 0.086
C -1.6698 3.5443 0.1908 0.146 -0.082 -0.302
N -1.7902 2.2712 -0.1849 -0.419 0.415 -0.652
C -3.0993 1.9897 0.1188 -0.072 -0.199 0.016
N -3.7657 2.9951 0.6093 0.139 0.075 0.081
C -3.6162 0.6522 -0.0878 0.189 0.190 -0.298
C -4.8973 0.2708 0.2829 -0.108 0.043 -0.108
N -5.3538 -0.9472 0.0444 0.045 -0.014 -0.019
C -4.5347 -1.7676 -0.6007 -0.111 -0.009 -0.027
C -3.2476 -1.4044 -0.9627 0.078 0.237 0.016
N -2.7534 -0.1892 -0.6914 0.052 -0.457 0.986
H -3.0840 4.8844 0.9865 0.013 -0.001 0.007
H -0.8101 4.1847 0.1499 0.034 0.022 -0.132
H -5.5524 0.9759 0.7797 0.028 0.006 0.015
H -4.9027 -2.7602 -0.8279 0.024 0.004 -0.025
H -2.6325 -2.1010 -1.4902 0.124 -0.191 0.128
C 0.6462 -2.8181 -3.1987 0.011 -0.060 0.051
C -0.1645 -1.9544 -2.4654 0.116 0.179 -0.071
N 0.2486 -0.7881 -1.9838 -0.216 -0.004 -1.153
C 1.5629 -0.4720 -2.1876 -0.122 0.029 0.174
C 2.4506 -1.2847 -2.8949 0.077 -0.024 0.041
C 1.9549 -2.4846 -3.4259 0.045 -0.034 -0.040
C 3.8235 -0.8795 -3.0218 -0.046 -0.006 -0.003
C 4.2621 0.2666 -2.4632 -0.028 0.007 0.054
C 3.3636 1.1140 -1.7303 0.008 0.020 -0.076
C 3.7525 2.3249 -1.1387 0.072 0.009 0.001
C 2.8124 3.0803 -0.4871 -0.018 0.034 -0.037
C 1.5029 2.6146 -0.3941 -0.016 -0.078 -0.026
N 1.0983 1.4662 -0.9210 0.618 -0.309 0.631
C 2.0282 0.7293 -1.5946 -0.262 0.084 -0.203
H 0.2255 -3.7405 -3.5724 -0.006 0.005 0.010
H -1.1763 -2.2366 -2.2730 -0.179 0.029 -0.082
H 2.6085 -3.1382 -3.9897 -0.009 0.009 -0.005
H 4.5002 -1.5224 -3.5694 -0.010 0.006 -0.005
H 5.2984 0.5653 -2.5506 -0.011 0.013 -0.014
H 4.7826 2.6517 -1.2026 -0.009 0.012 -0.020
H 3.0680 4.0264 -0.0322 -0.017 -0.004 0.004
H 0.7681 3.1930 0.1257 -0.040 -0.040 0.275
Br 1.2032 -4.5264 4.7811 0.007 -0.010 0.014
C 0.8402 -2.7203 4.4288 -0.008 -0.043 -0.039
C 0.8823 -1.7847 5.4613 -0.002 0.138 0.105
N 0.6402 -0.4871 5.2864 0.001 -0.175 -0.150
C 0.3368 -0.0792 4.0618 -0.007 0.129 0.068
C 0.2655 -0.9420 2.9720 0.007 -0.060 0.007
C 0.5268 -2.2993 3.1557 0.012 0.009 -0.011
C -0.0907 -0.4413 1.6529 0.000 0.036 -0.001
O -0.1805 -1.1941 0.6294 0.143 0.006 -0.386
O -0.3411 0.8045 1.4410 -0.513 0.138 -0.060
H 1.1215 -2.1016 6.4695 0.008 -0.005 -0.003
H 0.1422 0.9797 3.9380 -0.015 -0.005 -0.005
H 0.4860 -2.9947 2.3285 -0.013 0.003 0.003
```
Positions in Å, forces in eV/Å.

Results
Gap between HOMO and LUMO (alpha / beta) (eV): 6.8 / 6.8
LUMO (alpha / beta) (Ha): -0.263 / -0.263
HOMO (alpha / beta) (eV): -13.92 / -13.92
Charge: +2
Strongest force on any atom (hartree/bohr): 0.0244
Energy above the lowest of the compared OMol25 structures with the same formula, charge and spin (eV): 3.052
DFT total energy (eV): -114031.16681



# 2
Computed, not measured: the molecule C5H6O3, with ωB97M-V with the def2-TZVPD basis set.

Geometry as XYZ:
```
14
Properties=species:S:1:pos:R:3:forces:R:3
C 1.8541 0.0852 0.0719 1.211 1.694 4.048
C 0.5360 1.0691 -0.3763 0.870 -2.452 -0.478
C -0.5730 0.2464 -0.9894 -1.264 -3.814 -3.173
C -1.6089 -0.3611 0.0189 0.960 1.367 -0.446
C -1.5750 0.0717 1.2717 1.551 -0.987 2.626
H 2.7113 -1.6457 -0.2787 -3.434 1.898 -0.270
H 0.1138 -0.6603 -1.4318 -2.248 1.917 0.795
H -1.2826 0.5233 -1.9772 2.403 0.387 2.688
H -2.4208 -1.0118 -0.3421 0.605 0.408 -0.051
H -2.2612 -0.3900 2.0791 1.105 1.112 -1.438
H -0.5712 0.5924 1.6683 -2.774 -0.759 -0.762
O 1.7649 -1.1319 -0.4529 3.859 -1.841 -0.004
O 2.6893 0.3897 0.9728 -3.013 -0.756 -3.867
O 0.6234 2.2227 -0.2343 0.168 1.825 0.332
```
Positions in Å, forces in eV/Å.

Results
Gap between HOMO and LUMO (eV): 10.1
LUMO (Ha): 0.001
HOMO (eV): -10.07
SMILES: C=CCC(=O)C(=O)O
Strongest force on any atom (hartree/bohr): 0.0996
Energy above the lowest of the compared OMol25 structures with the same formula, charge and spin (eV): 2.731
DFT total energy (eV): -11421.68117



# 3
Computed, not measured: a structure of composition C19H31N3O2S, with ωB97M-V with the def2-TZVPD basis set.

Geometry as XYZ:
```
56
Properties=species:S:1:pos:R:3:forces:R:3
C -2.4660 -3.5122 -0.6190 -1.944 0.696 0.180
H -2.8879 -2.8652 -1.3978 -0.577 -0.376 0.180
C -2.0569 -2.6867 0.5700 -6.588 -5.560 2.317
C -1.2501 -1.6092 0.3196 -0.817 2.778 -5.771
C -0.9596 -0.9290 1.4509 1.702 7.594 8.863
N -1.8989 0.2920 1.9755 0.318 -0.466 -1.505
C -1.8018 1.4253 1.2809 6.977 1.350 -6.532
N -2.5610 1.5651 -0.2149 -2.729 -9.826 10.738
C -3.7032 0.8081 -0.2593 1.279 -0.717 0.676
N -3.9211 -0.0296 0.8976 -2.029 1.306 -6.598
H -4.8650 -0.3251 0.8505 -0.784 -0.618 0.182
C -3.3358 0.1977 2.0569 7.476 -13.721 -2.799
H -3.6205 0.7341 2.6666 -5.413 10.953 9.994
H -3.3149 -0.7508 2.7416 -1.166 0.489 -1.200
S -4.6196 0.6923 -1.6423 -0.349 -0.114 0.457
C -2.3228 2.4998 -0.9821 5.584 6.077 -7.929
H -3.1644 2.6454 -1.5263 -2.618 1.700 -1.799
H -1.8662 3.3559 -0.5301 -0.041 0.908 0.422
C -1.1924 2.1338 -2.2644 -4.266 -3.547 2.140
C 0.0284 1.7236 -1.5401 -3.991 -1.002 -6.432
C 0.8420 2.6421 -1.2060 6.984 -0.003 5.783
C 1.9827 2.3928 -0.3930 -2.784 -5.888 -4.276
C 2.5234 1.0904 -0.4387 -1.282 -4.515 0.681
C 1.6531 0.0399 -0.9092 -1.900 0.189 -5.180
C 0.5032 0.5373 -1.8980 4.541 -6.669 6.308
H -0.0050 -0.3912 -2.1134 -0.697 0.399 -1.144
O 1.9657 -1.5361 -1.1271 -2.526 7.707 0.531
C 3.2933 -1.7205 -0.9713 -4.755 -10.219 8.047
C 3.1354 -3.3705 -1.2813 5.699 4.202 -6.608
H 2.5180 -3.9240 -0.7359 -2.807 -1.896 2.187
H 2.9425 -3.2796 -2.4906 -0.505 -0.754 3.014
H 4.1611 -3.8146 -1.3886 -0.722 0.059 0.797
H 3.5765 -1.7825 0.1363 -0.022 0.856 -1.606
H 3.9614 -1.4453 -1.5553 5.625 3.581 -5.498
O 3.6754 0.5075 0.0906 0.809 5.364 0.681
C 4.5290 1.6973 0.8572 4.080 -19.391 1.706
C 3.9174 1.8290 2.0140 -5.022 1.903 14.689
H 3.7561 0.9281 3.0252 0.722 1.979 -3.873
H 2.9039 2.3500 2.0996 1.023 -0.888 -0.898
H 4.4447 2.6127 2.8228 -0.541 -1.629 -2.444
H 5.5260 0.9061 1.1097 -2.267 3.228 -1.539
H 4.5265 2.4808 0.4782 1.087 12.163 -7.805
H 2.6179 3.0382 -0.1049 3.852 5.378 2.162
H 0.5440 3.5443 -1.0996 -2.141 6.332 0.053
H -1.3124 2.8792 -3.0200 0.741 0.692 -0.275
H -1.5911 1.0914 -2.6889 0.255 2.512 0.526
H -1.9153 2.3171 1.7698 -1.167 2.301 1.288
H -0.5383 1.5199 0.8451 -3.602 -0.016 1.256
H 0.0498 -0.2471 1.4075 -2.165 -2.117 0.239
H -1.1274 -1.3400 2.5304 1.352 -0.912 -2.248
H -0.3378 -1.8941 -0.1148 1.383 -0.664 -0.922
H -1.7347 -0.8889 -0.4570 0.842 -1.027 1.037
H -1.5411 -3.3974 1.2007 0.314 -0.165 0.623
H -3.0908 -2.5394 1.1424 2.260 0.620 -0.752
H -3.0236 -4.4521 -0.4022 0.163 0.989 -0.155
H -1.5522 -3.7458 -0.9676 3.148 -1.603 -1.971
```
Positions in Å, forces in eV/Å.

Results
Gap between HOMO and LUMO (eV): 8.3
LUMO (Ha): 0.018
HOMO (eV): -7.83
Strongest force on any atom (hartree/bohr): 0.3868
Energy above the lowest of the compared OMol25 structures with the same formula, charge and spin (eV): 21.053
DFT total energy (eV): -39585.78114



# 4
Computed, not measured: the molecule C2H8N4, with ωB97M-V with the def2-TZVPD basis set.

Geometry as XYZ:
```
14
Properties=species:S:1:pos:R:3:forces:R:3
C -0.1102 0.7364 0.0838 -2.117 -1.359 2.849
C 2.0242 -0.4969 0.1768 3.233 1.937 0.956
N -1.5914 0.2271 -0.2041 -0.051 0.151 -5.347
N -2.0927 -0.8689 0.4419 0.494 -0.544 2.852
N -2.7917 0.4314 0.5530 0.890 0.123 0.463
N 1.0435 0.2349 -0.5827 -1.957 1.376 -1.379
H -0.4066 1.7806 0.0187 1.061 0.406 0.003
H -2.5514 -1.5383 -0.1302 -0.616 -0.316 -1.428
H -0.2269 0.3266 1.1545 1.189 1.194 -1.144
H 2.9663 -0.4590 -0.4509 -1.024 -0.533 0.599
H 2.4224 0.1000 1.1454 -1.265 -1.237 -1.808
H 1.8301 -1.5318 0.4792 -0.476 0.332 -0.355
H -1.8398 0.2424 -1.2525 0.817 -0.075 1.671
H 1.3241 0.8155 -1.4330 -0.177 -1.455 2.068
```
Positions in Å, forces in eV/Å.

Results
Gap between HOMO and LUMO (eV): 7.9
LUMO (Ha): 0.030
HOMO (eV): -7.03
Strongest force on any atom (hartree/bohr): 0.1040
Energy above the lowest of the compared OMol25 structures with the same formula, charge and spin (eV): 6.561
DFT total energy (eV): -8157.69012